Record 1
Molecular formula: C36H64IN3O8S
Method: DFT, the ωB97M-V functional and the def2-TZVPD basis

Computed properties:
2S+1 ... 1
SMILES ... CCOCCCCCc1c(OC[C@@H](C)CC(C)C)c(CCCCNC(C)=O)c2nsnc2c1CC(=O)I.COCCOC.COCCOC
Kohn-Sham gap ... 6.6 eV
Energy ... -78131.633 eV
Charge ... 0
E_HOMO ... -8.11 eV

Cartesian coordinates (Å):
1 C 4.5310 -2.2729 1.0280
2 C 4.0096 -1.1596 -0.0787
3 O 2.7218 -1.4977 -0.7063
4 C 2.7656 -1.2828 -2.1764
5 C 1.3743 -1.9128 -2.7801
6 C 0.1424 -0.8307 -2.7604
7 C -1.1004 -1.3790 -1.7919
8 C -2.4831 -0.8503 -2.4917
9 C -3.7238 -0.5521 -1.4649
10 C -4.4526 0.9513 -1.5549
11 O -3.9824 1.9876 -2.4766
12 C -3.5315 3.2102 -1.8141
13 C -2.3983 3.0265 -0.6464
14 C -3.0429 2.8358 0.8856
15 C -1.2332 1.9142 -0.9744
16 C 0.2965 2.4024 -0.5549
17 C 0.8398 3.6470 -1.4733
18 C 0.4313 2.6615 1.0803
19 C -5.7509 1.1953 -0.5448
20 C -6.6612 2.5568 -0.4947
21 C -8.2435 2.0578 -0.7130
22 C -9.2081 2.3727 0.5743
23 C -10.5255 1.3546 0.4143
24 N -10.3675 0.0592 1.1908
25 C -11.3514 -0.0564 2.3350
26 C -10.6913 -0.4268 3.8239
27 O -12.6909 0.1222 2.1756
28 C -6.1902 -0.0198 0.5068
29 N -7.2899 -0.0609 1.5528
30 S -7.4415 -1.5145 2.5121
31 N -6.1246 -2.3627 1.6954
32 C -5.4883 -1.4959 0.6318
33 C -4.2473 -1.7410 -0.4110
34 C -3.5391 -3.2553 -0.3534
35 C -4.6324 -4.4785 -0.2607
36 O -4.3137 -5.4913 0.5928
37 I -6.5140 -4.4958 -1.3871
38 H 4.7872 -3.3212 0.5362
39 H 3.7841 -2.4038 1.9387
40 H 5.5451 -1.8829 1.5114
41 H 4.8213 -0.9367 -0.9230
42 H 3.8468 -0.1298 0.5005
43 H 3.6598 -1.9028 -2.6486
44 H 2.8245 -0.1354 -2.4769
45 H 1.1243 -2.8788 -2.1544
46 H 1.4884 -2.2711 -3.9096
47 H 0.4509 0.2729 -2.5226
48 H -0.3282 -0.8053 -3.8572
49 H -0.9677 -1.0984 -0.6642
50 H -1.0186 -2.5663 -1.8452
51 H -2.3408 0.0897 -3.1992
52 H -2.8532 -1.7240 -3.2162
53 H -3.0160 3.8751 -2.6625
54 H -4.3773 3.8896 -1.3663
55 H -1.8263 4.0736 -0.5838
56 H -3.0998 1.6918 1.1787
57 H -2.2675 3.3274 1.6376
58 H -4.0525 3.4112 1.0289
59 H -1.2604 1.6428 -2.1133
60 H -1.4640 0.9846 -0.2618
61 H 1.0220 1.4819 -0.7790
62 H 0.5436 3.5134 -2.6154
63 H 0.4361 4.6383 -0.9991
64 H 2.0282 3.6404 -1.3701
65 H 0.1538 3.7739 1.3185
66 H -0.2636 1.8778 1.6411
67 H 1.5498 2.4044 1.3678
68 H -6.6191 3.1429 0.5283
69 H -6.4715 3.3007 -1.4091
70 H -8.3010 0.9163 -1.0570
71 H -8.7077 2.6643 -1.6306
72 H -9.6658 3.4651 0.5069
73 H -8.6815 2.2335 1.6148
74 H -10.5417 1.0390 -0.7369
75 H -11.5424 1.9121 0.6000
76 H -10.4585 -0.7876 0.5717
77 H -9.8310 0.3817 3.9793
78 H -11.5266 -0.3815 4.6445
79 H -10.2335 -1.5226 3.7210
80 H -2.7253 -3.2668 0.5043
81 H -3.0084 -3.3762 -1.4160
82 C 9.5375 -5.2872 4.0175
83 O 10.4266 -5.0142 2.9413
84 C 9.8750 -5.3869 1.6750
85 C 9.3932 -4.1595 0.8974
86 O 8.2455 -3.5711 1.5176
87 C 8.5707 -2.3842 2.2326
88 H 9.9507 -4.8412 4.9265
89 H 8.5465 -4.8598 3.8395
90 H 9.4555 -6.3688 4.1662
91 H 9.0662 -6.1179 1.7978
92 H 10.6792 -5.8680 1.1083
93 H 9.0839 -4.4772 -0.1034
94 H 10.1998 -3.4249 0.7833
95 H 8.8273 -1.5855 1.5306
96 H 9.3976 -2.5478 2.9284
97 H 7.6904 -2.0763 2.8042
98 C 7.4587 4.3586 -0.1968
99 O 8.1879 3.2998 -0.8056
100 C 8.0458 2.0660 -0.0956
101 C 7.0856 1.1179 -0.8184
102 O 5.7406 1.6040 -0.7661
103 C 5.3286 2.1783 -2.0014
104 H 7.4833 5.2226 -0.8667
105 H 6.4148 4.0815 -0.0242
106 H 7.9313 4.6384 0.7503
107 H 7.7225 2.2415 0.9380
108 H 9.0378 1.6031 -0.0630
109 H 7.0929 0.1517 -0.3042
110 H 7.4042 0.9504 -1.8546
111 H 5.2091 1.3941 -2.7548
112 H 6.0419 2.9275 -2.3542
113 H 4.3608 2.6643 -1.8477

=====

Record 2
Molecular formula: C36H65BrCl12F12INOS
Method: DFT, the ωB97M-V functional and the def2-TZVPD basis

Computed properties:
2S+1 ... 1
SMILES ... CCC[C@H](C)[C@](O[C@@H](Br)CCF)([C@H](C)F)[C@@](I)(CCC(C)C)N(CCC(F)(F)C(F)(F)S(F)(F)(F)(F)F)C[C@H](C)F.ClCCCl.ClCCCl.ClCCCl.ClCCCl.ClCCCl.ClCCCl
Kohn-Sham gap ... 8.7 eV
Energy ... -313778.853 eV
Charge ... 0
E_HOMO ... -8.57 eV
Energy relative to the best compared isomer or geometry (same formula, charge and spin) ... 29.1 kcal per mole

Cartesian coordinates (Å):
1 C 3.1794 0.9334 0.0985
2 C 2.5372 -0.3515 -0.4923
3 C 1.2905 -0.8198 0.3505
4 C 0.0339 -0.8964 -0.5657
5 C -0.3828 0.5494 -0.8401
6 C -1.0709 -1.8829 0.0593
7 O -0.7833 -1.6651 1.4491
8 C -1.5456 -1.5943 2.5671
9 Br -1.7017 -3.2349 3.7244
10 C -0.8771 -0.5675 3.5296
11 C -1.1636 0.8628 3.1526
12 F -2.5245 1.1279 3.2918
13 C -0.3872 -3.3116 -0.2048
14 C -1.0901 -4.4174 -0.9891
15 F -0.0055 -3.8918 1.0043
16 C -2.5233 -1.6853 -0.4552
17 I -3.7594 -3.2843 0.6716
18 C -3.2528 -0.3892 0.0974
19 C -3.6139 0.7218 -0.9077
20 C -4.0217 2.0604 -0.2020
21 C -4.9596 1.8535 0.9922
22 C -2.8494 3.0041 0.0853
23 N -2.8279 -1.9278 -1.8280
24 C -1.8177 -1.9986 -2.8559
25 C -1.9628 -3.1669 -3.8867
26 C -1.4847 -2.8928 -5.3061
27 F -2.5705 -2.5749 -6.0671
28 F -1.0497 -4.0563 -5.8381
29 C -0.4299 -1.8173 -5.6643
30 F -0.8287 -0.5661 -5.5261
31 F -0.2717 -1.9216 -6.9811
32 S 1.3060 -1.9378 -4.9356
33 F 1.7179 -0.6843 -5.8171
34 F 1.7576 -2.8591 -6.1843
35 F 1.0264 -3.2545 -4.1100
36 F 0.9548 -0.9780 -3.7403
37 F 2.7883 -1.9816 -4.4087
38 C -4.2119 -2.0774 -2.2277
39 C -4.6373 -1.5108 -3.6050
40 C -4.2007 -0.1063 -4.0141
41 F -6.0435 -1.4996 -3.5542
42 H 2.5739 1.3985 0.8811
43 H 3.2843 1.6722 -0.7007
44 H 4.1661 0.7198 0.5144
45 H 3.2731 -1.1630 -0.5612
46 H 2.1658 -0.0806 -1.4864
47 H 1.5780 -1.8093 0.7082
48 H 1.1607 -0.1072 1.1625
49 H 0.4626 -1.2871 -1.4877
50 H -0.8602 0.5987 -1.8249
51 H 0.5045 1.1820 -0.9578
52 H -0.9761 1.0248 -0.0664
53 H -2.5838 -1.2746 2.5158
54 H 0.2028 -0.7385 3.4231
55 H -1.1261 -0.8150 4.5592
56 H -0.6490 1.5006 3.8828
57 H -0.7690 1.1539 2.1755
58 H 0.5906 -3.1771 -0.6711
59 H -0.4493 -4.7756 -1.8053
60 H -1.2194 -5.2927 -0.3498
61 H -2.0652 -4.2226 -1.4297
62 H -2.6644 0.0955 0.8818
63 H -4.1825 -0.6442 0.5958
64 H -2.8498 0.9858 -1.6333
65 H -4.5511 0.4272 -1.3881
66 H -4.6337 2.5673 -0.9605
67 H -5.8602 1.3536 0.6052
68 H -4.5620 1.2028 1.7699
69 H -5.3062 2.8056 1.3988
70 H -3.2693 3.9396 0.4729
71 H -2.1809 2.6306 0.8657
72 H -2.3093 3.2618 -0.8293
73 H -1.7333 -1.0277 -3.3630
74 H -0.8117 -2.1887 -2.4918
75 H -2.9777 -3.5574 -3.9557
76 H -1.3846 -4.0209 -3.5399
77 H -4.9348 -1.6409 -1.5444
78 H -4.4308 -3.1548 -2.3016
79 H -4.4313 -2.1874 -4.4336
80 H -5.0214 0.5850 -3.8009
81 H -3.3087 0.3046 -3.5476
82 H -4.0728 -0.0633 -5.0994
83 Cl 6.1595 -1.5564 2.0375
84 C 7.1671 -2.2059 0.7194
85 C 7.2915 -1.2374 -0.4276
86 Cl 5.7472 -1.0273 -1.2949
87 H 6.7335 -3.1511 0.3993
88 H 8.1494 -2.4050 1.1405
89 H 8.0147 -1.6119 -1.1503
90 H 7.6225 -0.2577 -0.0897
91 Cl -3.3848 2.7916 7.6198
92 C -3.7443 1.5307 6.4098
93 C -3.6093 0.1367 6.9676
94 Cl -1.9146 -0.2809 7.3305
95 H -3.0820 1.6842 5.5612
96 H -4.7679 1.6971 6.0773
97 H -3.9620 -0.5830 6.2293
98 H -4.1891 0.0054 7.8786
99 Cl 9.7709 -2.4912 3.3768
100 C 11.4224 -2.6517 2.7198
101 C 11.6002 -1.9286 1.4085
102 Cl 10.6920 -2.6991 0.0813
103 H 11.6420 -3.7124 2.6222
104 H 12.0963 -2.2282 3.4633
105 H 12.6505 -1.9451 1.1210
106 H 11.2796 -0.8915 1.4781
107 Cl -4.1499 3.9569 3.7751
108 C -3.2996 5.2043 4.7265
109 C -2.8608 6.3660 3.8738
110 Cl -1.5612 5.9157 2.7363
111 H -2.4557 4.7303 5.2228
112 H -3.9947 5.5497 5.4906
113 H -2.4644 7.1583 4.5052
114 H -3.6873 6.7718 3.2942
115 Cl -3.4001 8.9285 6.9424
116 C -2.0187 10.0525 6.8503
117 C -1.8815 10.6702 5.4818
118 Cl -1.3878 9.4731 4.2587
119 H -1.1215 9.5065 7.1329
120 H -2.1939 10.8324 7.5903
121 H -1.1135 11.4424 5.5003
122 H -2.8135 11.1236 5.1518
123 Cl 5.4502 -5.5427 -9.1295
124 C 4.6170 -4.9496 -7.6697
125 C 5.0230 -3.5423 -7.3124
126 Cl 6.7116 -3.4519 -6.7483
127 H 4.8260 -5.6425 -6.8578
128 H 3.5486 -4.9794 -7.8808
129 H 4.3972 -3.1795 -6.5043
130 H 4.9153 -2.8666 -8.1580

=====

Record 3
Molecular formula: C36H66F14N5O9
Method: DFT, the ωB97M-V functional and the def2-TZVPD basis

Computed properties:
2S+1 ... 1
Kohn-Sham gap ... 7.3 eV
Energy ... -102314.181 eV
Charge ... +1
E_HOMO ... -9.86 eV

Cartesian coordinates (Å):
1 C 6.1529 -0.8320 1.3105
2 C 6.7051 0.1767 0.3506
3 O 6.6220 1.3793 0.4803
4 O 7.2822 -0.4140 -0.7251
5 C 7.2029 0.3298 -1.9443
6 C 5.8681 0.0436 -2.6087
7 C 5.6494 0.8441 -3.8882
8 C 5.4721 2.3466 -3.5905
9 C 3.9976 2.7788 -3.5459
10 C 3.8189 3.9569 -2.5801
11 C 2.3860 4.3886 -2.2378
12 N 1.4194 3.2075 -2.2221
13 C 0.2872 3.4684 -3.1768
14 O 0.8791 3.3377 -4.4518
15 O -0.0972 2.8379 -5.3604
16 C 0.8497 2.7954 -0.8575
17 F -0.2468 3.5948 -0.6662
18 C 0.3875 1.3335 -0.9269
19 C -0.7736 0.9840 0.0116
20 C -2.1643 1.3116 -0.5495
21 F -2.1156 1.5828 -1.8951
22 F -2.6857 2.3952 0.0664
23 C -3.1461 0.1300 -0.3686
24 F -2.5955 -0.9409 -0.9779
25 F -3.2098 -0.1283 0.9524
26 C -4.5871 0.3510 -0.9597
27 F -4.6224 -0.2197 -2.1760
28 F -4.8300 1.6554 -1.1097
29 C -5.7029 -0.3044 -0.1055
30 F -5.3431 -1.6005 0.0440
31 F -5.7534 0.2782 1.1022
32 C -7.1416 -0.3225 -0.7165
33 F -7.9128 -0.8872 0.2289
34 F -7.1497 -1.1033 -1.8026
35 C -7.7771 1.0550 -1.0862
36 F -9.0869 0.9588 -1.0429
37 F -7.4117 1.4010 -2.3141
38 F -7.3893 1.9985 -0.2368
39 C 1.9058 3.0749 0.2368
40 C 3.1738 2.1894 0.0473
41 O 1.3280 2.7859 1.5007
42 N 2.1326 4.4956 0.2729
43 C 2.2554 5.2713 -0.9731
44 C 3.4740 6.1909 -0.8457
45 C 1.0289 6.2311 -1.1276
46 N 0.6935 6.8895 0.1289
47 H 5.3789 -0.3566 1.9115
48 H 5.7500 -1.6490 0.7205
49 H 6.9297 -1.2112 1.9769
50 H 7.3617 1.3885 -1.7431
51 H 8.0216 -0.0069 -2.5849
52 H 5.8234 -1.0296 -2.8230
53 H 5.0491 0.2396 -1.9011
54 H 4.7422 0.4650 -4.3721
55 H 6.4643 0.6707 -4.5945
56 H 6.0180 2.9555 -4.3140
57 H 5.9108 2.5461 -2.6087
58 H 3.6781 3.0524 -4.5539
59 H 3.4247 1.8958 -3.2279
60 H 4.4043 3.7517 -1.6848
61 H 4.2794 4.8292 -3.0512
62 H 2.0398 5.0125 -3.0673
63 H 1.8694 2.3670 -2.5910
64 H -0.5162 2.7468 -3.0482
65 H -0.0900 4.4733 -3.0095
66 H 0.0243 1.8750 -5.3172
67 H 0.0857 1.0749 -1.9451
68 H 1.2298 0.6737 -0.6978
69 H -0.7280 -0.0919 0.1938
70 H -0.7111 1.4732 0.9817
71 H 3.2480 1.7440 -0.9475
72 H 3.1992 1.3915 0.7894
73 H 4.0591 2.8027 0.2109
74 H 1.3409 1.8313 1.6525
75 H 2.9311 4.6716 0.8686
76 H 3.6972 6.6810 -1.7956
77 H 4.3655 5.6547 -0.5125
78 H 3.2377 6.9685 -0.1168
79 H 1.3004 6.9808 -1.8804
80 H 0.1620 5.6822 -1.4871
81 H -0.3000 6.8559 0.3100
82 H 0.9467 7.8685 0.1038
83 C -6.4809 -4.6426 6.7896
84 O -5.4932 -4.5065 5.7881
85 C -5.9702 -4.5886 4.4536
86 C -5.9531 -3.2432 3.7609
87 N -6.9584 -2.3414 4.3011
88 C -6.8539 -0.9550 3.8570
89 C -5.5649 -0.1859 4.1378
90 O -5.3606 0.1354 5.4982
91 C -4.8385 -0.9014 6.3051
92 H -5.9630 -4.8038 7.7333
93 H -7.1064 -3.7483 6.8883
94 H -7.1291 -5.5017 6.5945
95 H -6.9729 -5.0261 4.4287
96 H -5.2973 -5.2601 3.9132
97 H -6.1591 -3.4000 2.6964
98 H -4.9309 -2.8473 3.8439
99 H -6.9288 -2.3709 5.3111
100 H -7.6704 -0.4028 4.3276
101 H -7.0436 -0.9387 2.7817
102 H -5.6461 0.7772 3.6283
103 H -4.6790 -0.6855 3.7227
104 H -4.1248 -1.5218 5.7551
105 H -5.6239 -1.5418 6.7154
106 H -4.3217 -0.4322 7.1418
107 C 3.3649 -7.1893 0.5083
108 O 3.0341 -6.9233 -0.8401
109 C 1.6571 -7.0537 -1.1631
110 C 1.0137 -5.7080 -1.4174
111 N 0.8996 -4.9259 -0.1935
112 C 0.5311 -3.5302 -0.3736
113 C 1.4234 -2.6446 -1.2367
114 O 2.6805 -2.3165 -0.6852
115 C 3.6903 -3.3090 -0.7741
116 H 4.4470 -7.2939 0.5600
117 H 3.0636 -6.3802 1.1843
118 H 2.9071 -8.1197 0.8543
119 H 1.1260 -7.6003 -0.3785
120 H 1.5946 -7.6406 -2.0827
121 H 0.0121 -5.8696 -1.8278
122 H 1.6110 -5.2070 -2.1915
123 H 1.7701 -4.9769 0.3190
124 H 0.4806 -3.0783 0.6215
125 H -0.4819 -3.4917 -0.7900
126 H 0.9028 -1.6846 -1.3428
127 H 1.5411 -3.0448 -2.2514
128 H 3.6160 -3.9031 -1.6878
129 H 3.6874 -3.9741 0.0928
130 H 4.6414 -2.7768 -0.7852

=====

Record 4
Molecular formula: C36H66FN7O5P2
Method: DFT, the ωB97M-V functional and the def2-TZVPD basis

Computed properties:
2S+1 ... 1
SMILES ... C=CC1=C(OCC)C(=O)c2c(N=C(C)C)cc(CCC(C)C)c([C@@H](C)F)c2C1=O.CN(C)P(=O)(N(C)C)N(C)C.CN(C)P(=O)(N(C)C)N(C)C
Kohn-Sham gap ... 7.1 eV
Energy ... -80357.586 eV
Charge ... 0
E_HOMO ... -7.64 eV

Cartesian coordinates (Å):
1 C 1.7429 -1.8467 2.6658
2 C 1.2261 -1.8267 1.4275
3 C 0.2631 -2.7752 0.8395
4 C -0.3377 -3.8123 1.4292
5 O -0.1014 -4.1524 2.7409
6 C -0.9210 -3.4161 3.6386
7 C -2.3333 -4.0721 3.8441
8 C -1.3586 -4.6799 0.6972
9 O -1.4690 -5.8686 0.9031
10 C -2.1780 -3.9157 -0.3251
11 C -3.5071 -4.2763 -0.5814
12 N -4.0323 -5.3712 0.0943
13 C -5.2690 -5.3696 0.4321
14 C -6.4264 -5.7701 -0.4725
15 C -5.6536 -4.9906 1.8677
16 C -4.2009 -3.4817 -1.5132
17 C -3.5982 -2.4254 -2.1581
18 C -4.4957 -1.6450 -3.1290
19 C -4.9689 -0.3205 -2.4316
20 C -6.4240 -0.3030 -1.8498
21 C -7.0294 -1.6718 -1.5075
22 C -6.3359 0.4750 -0.4924
23 C -2.2432 -2.0910 -1.9314
24 C -1.5482 -0.9603 -2.6800
25 C -1.4606 -1.3112 -4.2045
26 F -2.2041 0.2696 -2.5166
27 C -1.5538 -2.8449 -0.9862
28 C -0.1090 -2.5605 -0.6206
29 O 0.7514 -2.2178 -1.4055
30 H 1.9029 -2.8009 3.1685
31 H 1.9619 -0.9283 3.2110
32 H 1.5275 -0.9952 0.7791
33 H -1.1154 -2.3905 3.2867
34 H -0.4419 -3.3297 4.6218
35 H -2.3039 -5.0198 3.2849
36 H -2.5400 -4.2985 4.8944
37 H -3.0939 -3.4162 3.4003
38 H -6.8846 -6.7099 -0.1446
39 H -7.1638 -4.9483 -0.4313
40 H -6.0878 -5.8103 -1.5149
41 H -4.7875 -5.1678 2.5140
42 H -6.4215 -5.7141 2.1907
43 H -6.0254 -3.9612 1.9268
44 H -5.2426 -3.6982 -1.7307
45 H -5.3143 -2.2707 -3.4985
46 H -3.9300 -1.3370 -4.0161
47 H -4.2751 -0.0954 -1.6171
48 H -4.8681 0.5078 -3.1490
49 H -7.0735 0.3169 -2.4853
50 H -7.1355 -2.3349 -2.3784
51 H -6.5318 -2.1642 -0.6639
52 H -8.0671 -1.4850 -1.1767
53 H -6.0314 1.5184 -0.6354
54 H -7.2723 0.3851 0.0755
55 H -5.5694 -0.0539 0.0992
56 H -0.5166 -0.8162 -2.3563
57 H -1.9963 -0.5378 -4.7748
58 H -0.4301 -1.4321 -4.5451
59 H -2.0375 -2.2300 -4.3748
60 C -0.8471 5.0878 -5.3924
61 N -0.4744 3.6971 -5.2763
62 C -1.6232 2.9015 -4.8671
63 P 1.0165 3.0645 -4.7089
64 O 1.0978 1.8893 -5.6651
65 N 2.3993 3.8982 -5.3691
66 C 2.2838 4.5790 -6.6516
67 C 3.5937 3.0552 -5.3740
68 N 1.0344 4.1487 -3.2823
69 C 1.7840 5.3910 -3.2289
70 C 1.2845 3.3871 -2.0422
71 H -1.0912 5.5450 -4.4215
72 H -1.7296 5.1785 -6.0300
73 H -0.0775 5.6876 -5.8726
74 H -1.9082 3.1139 -3.8258
75 H -1.4027 1.8353 -4.9415
76 H -2.4869 3.0875 -5.5099
77 H 1.7647 3.9802 -7.4086
78 H 3.2710 4.8391 -7.0387
79 H 1.7673 5.5344 -6.5402
80 H 3.5893 2.3394 -6.2026
81 H 3.6680 2.4853 -4.4428
82 H 4.4922 3.6729 -5.4480
83 H 2.8671 5.2395 -3.2000
84 H 1.4949 5.9335 -2.3227
85 H 1.5454 6.0469 -4.0633
86 H 2.3218 3.0345 -1.9862
87 H 0.6274 2.5122 -1.9997
88 H 1.0715 3.9920 -1.1587
89 C 7.3865 -0.0123 5.7749
90 N 6.2324 -0.2137 4.9286
91 C 6.5896 -1.0454 3.7859
92 P 4.9942 0.9216 4.5837
93 O 3.8412 -0.0652 4.5484
94 N 4.4377 1.7612 6.0073
95 C 4.5746 1.1311 7.3139
96 C 3.0718 2.2571 5.8498
97 N 6.1670 2.2377 4.2578
98 C 6.5302 3.2484 5.2357
99 C 5.8741 2.9030 2.9727
100 H 8.1634 0.6016 5.2953
101 H 7.8344 -0.9782 6.0190
102 H 7.1300 0.4398 6.7298
103 H 7.2537 -0.5110 3.0896
104 H 5.6984 -1.3494 3.2331
105 H 7.0872 -1.9626 4.1070
106 H 4.2736 0.0773 7.3144
107 H 3.9758 1.6585 8.0591
108 H 5.6011 1.2065 7.6769
109 H 2.3275 1.4653 5.9871
110 H 2.9272 2.6799 4.8507
111 H 2.8734 3.0542 6.5702
112 H 5.7180 3.9478 5.4539
113 H 7.3749 3.8241 4.8437
114 H 6.8717 2.8075 6.1694
115 H 4.9645 3.5131 3.0311
116 H 5.7289 2.1546 2.1868
117 H 6.7038 3.5398 2.6606

=====

Which value of E_HOMO does entry 4 give?
-7.64 eV

=====

The lowest Kohn-Sham gap belongs to which entry?
C36H64IN3O8S

=====

charge of number 3 (C36H66F14N5O9)?
+1